[1]
Molecular formula: C15H32N2O5S2
Method: DFT, ωB97M-V/def2-TZVPD

The calculation puts the HOMO energy at -8.303 eV. The calculated total energy comes out at -1872.66862 Eh. The calculation puts the LUMO energy at 0.09 eV. Its max |F| is 4.6 eV/A. As for the SMILES: CCN(CC)C(=S)SCCCOC(=O)O.COCCNCCOC. The gap between HOMO and LUMO comes out at 8.4 eV.

Cartesian coordinates (Å):
C 4.342 0.872 -0.005
C 3.712 0.735 -1.504
N 3.194 2.077 -1.868
C 4.327 2.812 -2.506
C 4.379 4.385 -2.083
C 1.983 2.076 -2.656
S 1.667 3.279 -3.819
S 0.600 0.829 -2.479
C -1.042 1.661 -2.725
C -2.118 0.768 -1.895
C -3.541 1.498 -1.864
O -3.462 2.506 -0.790
C -4.517 3.415 -1.080
O -5.693 3.035 -0.868
O -4.203 4.692 -1.631
H 5.010 1.799 0.079
H 4.842 -0.084 0.353
H 3.427 1.084 0.669
H 4.559 0.346 -2.185
H 2.953 -0.105 -1.429
H 5.320 2.381 -2.108
H 4.394 2.670 -3.647
H 3.716 4.477 -1.163
H 4.113 5.083 -2.938
H 5.459 4.639 -1.763
H -1.048 2.726 -2.325
H -1.270 1.647 -3.841
H -2.194 -0.280 -2.343
H -1.753 0.652 -0.809
H -3.714 2.070 -2.847
H -4.367 0.738 -1.640
H -5.039 4.969 -2.079
C -1.938 -0.239 2.145
O -1.746 -1.263 1.179
C -0.372 -1.481 0.851
C 0.098 -2.839 1.373
N 0.188 -2.844 2.833
C 0.364 -4.177 3.411
C -0.768 -5.196 3.204
O -1.975 -4.872 3.883
C -2.824 -3.972 3.186
H -3.008 -0.035 2.209
H -1.593 -0.561 3.130
H -1.425 0.681 1.850
H 0.271 -0.669 1.210
H -0.312 -1.492 -0.241
H 1.084 -3.063 0.953
H -0.612 -3.592 1.017
H -0.658 -2.440 3.218
H 0.490 -4.035 4.489
H 1.303 -4.603 3.040
H -0.430 -6.142 3.641
H -0.959 -5.409 2.146
H -2.755 -4.089 2.101
H -2.601 -2.944 3.476
H -3.854 -4.176 3.488

---

[2]
Molecular formula: C29H47N3O3S5Sn
Method: DFT, ωB97M-V/def2-TZVPD

The calculation puts the HOMO energy at -13.309 eV. The calculated total energy comes out at -3728.04304 Eh. The calculation puts the LUMO energy at -4.52 eV. Its max |F| is 0.4 eV/A. As for the net charge: +2. The gap between HOMO and LUMO comes out at 8.8 eV.

Cartesian coordinates (Å):
Sn 0.406 0.380 1.728
C -1.273 -3.180 2.687
C -2.364 -2.526 1.856
S -2.312 -0.718 1.670
C -3.122 -0.063 3.156
C -2.507 -0.382 4.514
S -0.805 0.232 4.681
C -0.092 -1.087 5.706
C 1.427 -0.981 5.815
S 2.348 -0.845 4.258
C 2.614 -2.569 3.763
C 1.382 -3.417 3.461
S 0.387 -2.791 2.069
H -1.405 -4.260 2.636
H -1.327 -2.871 3.727
H -3.339 -2.767 2.280
H -2.344 -2.905 0.833
H -4.154 -0.412 3.139
H -3.130 1.014 2.974
H -2.505 -1.453 4.711
H -3.113 0.096 5.282
H -0.391 -2.042 5.285
H -0.526 -1.000 6.701
H 1.815 -1.845 6.356
H 1.705 -0.090 6.378
H 3.201 -3.055 4.542
H 3.250 -2.485 2.880
H 0.731 -3.499 4.329
H 1.712 -4.420 3.198
C 5.300 3.313 2.898
N 3.900 2.949 2.657
C 2.928 3.266 3.703
C 3.538 2.278 1.575
O 2.378 1.904 1.313
H 5.426 4.394 2.859
H 5.938 2.854 2.147
H 5.609 2.958 3.881
H 3.275 4.137 4.254
H 2.824 2.427 4.394
H 1.961 3.483 3.260
H 4.361 2.061 0.884
C 0.413 2.219 -4.916
C 0.209 2.595 -3.469
C -0.919 2.147 -2.773
C -1.120 2.484 -1.447
C -0.183 3.287 -0.804
C 0.950 3.737 -1.465
C 1.137 3.390 -2.796
S -0.383 3.658 0.917
C -1.874 4.626 0.863
O -0.844 2.332 1.542
H -0.540 2.147 -5.439
H 0.909 1.246 -4.995
H 1.035 2.950 -5.432
H -1.654 1.532 -3.286
H -1.993 2.120 -0.912
H 1.675 4.362 -0.953
H 2.016 3.744 -3.324
H -2.643 4.072 0.326
H -1.645 5.569 0.364
H -2.173 4.807 1.896
C -1.456 -1.029 -6.330
C -2.097 -1.041 -4.949
N -1.984 -2.328 -4.253
C -2.765 -3.465 -4.767
C -1.895 -4.501 -5.466
C -1.358 -2.498 -3.067
O -1.481 -3.490 -2.359
C -0.398 -1.433 -2.598
C 0.741 -1.087 -3.314
C 1.670 -0.228 -2.739
C 1.445 0.229 -1.453
N 0.364 -0.133 -0.750
C -0.533 -0.938 -1.320
H -1.621 -0.059 -6.805
H -1.894 -1.793 -6.976
H -0.378 -1.206 -6.274
H -3.158 -0.806 -5.043
H -1.656 -0.269 -4.323
H -3.518 -3.063 -5.443
H -3.274 -3.928 -3.926
H -1.328 -4.056 -6.286
H -2.518 -5.299 -5.875
H -1.195 -4.946 -4.757
H 0.904 -1.497 -4.305
H 2.564 0.070 -3.273
H 2.142 0.894 -0.955
H -1.402 -1.206 -0.729

---

[3]
Molecular formula: C4H7FOS
Method: DFT, ωB97M-V/def2-TZVPD

The calculation puts the HOMO energy (alpha / beta) at -8.821 / -8.819 eV. The calculated total energy comes out at -729.70214 Eh. The calculation puts the LUMO energy (alpha / beta) at -0.60 / -0.60 eV. Its max |F| is 3.0 eV/A. The energy above the lowest of the compared OMol25 structures with the same formula, charge and spin is 475.41 kJ/mol. As for the SMILES: C=C(C)[S@@](=C)(=O)F. The gap between HOMO and LUMO (alpha / beta) comes out at 8.2 / 8.2 eV.

Cartesian coordinates (Å):
C -1.623 0.667 0.910
C -0.951 -0.088 0.043
C -1.349 -0.839 -1.225
S 1.142 -0.169 0.392
C 2.720 0.765 0.483
O 1.293 -1.296 1.301
F 1.316 -0.743 -1.213
H -1.135 1.285 1.674
H -2.713 0.787 0.654
H -0.520 -0.520 -1.906
H -2.434 -0.644 -1.353
H -1.278 -1.958 -1.139
H 2.977 1.177 1.528
H 2.555 1.575 -0.149

---

[4]
Molecular formula: C2HBrF2S
Method: DFT, ωB97M-V/def2-TZVPD

The calculation puts the HOMO energy (alpha / beta) at -9.748 / -9.589 eV. The calculated total energy comes out at -3248.64507 Eh. The calculation puts the LUMO energy (alpha / beta) at -2.89 / -2.76 eV. Its max |F| is 1.6 eV/A. The energy above the lowest of the compared OMol25 structures with the same formula, charge and spin is 174.42 kJ/mol. The gap between HOMO and LUMO (alpha / beta) comes out at 6.9 / 6.8 eV.

Cartesian coordinates (Å):
C 0.108 -0.138 -0.131
C 1.341 0.295 0.193
F 1.699 1.478 0.634
F 2.384 -0.524 0.141
S -1.398 0.711 -0.116
Br -4.169 -0.659 -0.246
H 0.035 -1.162 -0.475

---

[5]
Molecular formula: C2H5N
Method: DFT, ωB97M-V/def2-TZVPD

The calculation puts the HOMO energy (alpha / beta) at -5.420 / -12.204 eV. The calculated total energy comes out at -133.66907 Eh. The expectation value of S² is 2.014. The calculation puts the LUMO energy (alpha / beta) at 1.22 / -3.23 eV. Its max |F| is 7.5 eV/A. Its spin multiplicity is 3. The energy above the lowest of the compared OMol25 structures with the same formula, charge and spin is 262.11 kJ/mol. The gap between HOMO and LUMO (alpha / beta) comes out at 6.6 / 9.0 eV.

Cartesian coordinates (Å):
C -1.167 -0.944 2.205
C 0.072 0.708 -1.423
N -0.048 -1.211 2.343
H 0.827 0.725 -0.557
H 0.315 0.037 -2.299
H -0.150 1.660 -1.942
H -0.802 0.335 -0.899
H 0.952 -1.311 2.573

---

[6]
Molecular formula: C23H41F5OOsP2Te
Method: DFT, ωB97M-V/def2-TZVPD

The calculation puts the HOMO energy (alpha / beta) at -14.357 / -15.077 eV. The calculated total energy comes out at -2516.13478 Eh. The expectation value of S² is 6.040. The calculation puts the LUMO energy (alpha / beta) at -7.46 / -9.06 eV. Its max |F| is 2.6 eV/A. Its spin multiplicity is 5. The energy above the lowest of the compared OMol25 structures with the same formula, charge and spin is 441.02 kJ/mol. As for the net charge: +2. The gap between HOMO and LUMO (alpha / beta) comes out at 6.9 / 6.0 eV.

Cartesian coordinates (Å):
Os 0.748 -0.748 -2.052
C -0.388 -2.153 -0.832
C 0.919 -2.669 -1.096
C 1.172 -0.751 0.179
C -0.220 -0.961 -0.055
C 1.885 -1.811 -0.473
C -1.654 -2.929 -1.008
H -1.565 -3.697 -1.800
H -2.499 -2.264 -1.250
H -1.856 -3.452 -0.047
C -1.257 -0.256 0.714
H -2.209 -0.278 0.221
H -1.010 0.792 0.893
H -1.399 -0.792 1.657
C 1.733 0.213 1.199
H 1.772 -0.335 2.163
H 1.110 1.105 1.274
H 2.738 0.568 0.984
C 3.333 -2.153 -0.274
H 3.445 -2.618 0.720
H 3.975 -1.255 -0.303
H 3.641 -2.868 -1.040
C 1.253 -4.049 -1.605
H 1.343 -4.780 -0.784
H 2.222 -4.058 -2.151
H 0.449 -4.409 -2.273
C -1.381 1.050 -5.085
C -1.733 -0.215 -4.788
C -1.058 -1.374 -5.404
C 0.509 -1.332 -5.274
C 1.087 -0.648 -4.016
C 1.362 0.862 -4.088
C 1.056 1.599 -5.447
C -0.304 1.406 -6.105
H -1.333 -1.470 -6.466
H 0.923 -0.934 -6.224
H -1.491 -2.259 -4.925
H -0.269 0.615 -6.860
H -2.060 1.904 -4.911
H -2.768 -0.422 -4.540
H -0.580 2.334 -6.644
H 1.242 2.663 -5.272
H 2.461 1.012 -4.050
H 1.823 1.272 -6.176
H 0.771 -2.401 -5.210
H 2.025 -1.202 -3.808
P -2.552 2.003 -1.880
C -3.740 2.846 -2.865
C -2.760 0.194 -1.962
P 0.860 1.640 -2.289
C -0.835 2.477 -2.479
C 2.773 0.691 -1.858
C 1.578 2.945 -1.195
H -3.604 3.933 -2.715
H -4.739 2.602 -2.452
H -3.694 2.601 -3.940
H -3.549 -0.204 -2.571
H -3.040 -0.052 -0.899
H -1.816 -0.334 -2.153
H 1.637 3.831 -1.838
H 2.579 2.744 -0.797
H 0.922 3.180 -0.357
H -0.717 3.472 -2.009
H -0.832 2.664 -3.559
H 3.022 0.658 -0.791
H 3.338 1.581 -2.252
H 3.101 -0.218 -2.418
F -3.254 5.453 0.650
Te -1.868 4.176 1.142
F -0.812 5.585 1.769
F -0.989 4.692 -0.566
F -0.226 3.018 1.464
F -2.440 4.089 3.031
O -2.719 2.333 -0.414